{
  "formula": "C4H7NO",
  "method": "the ωB97M-V functional and the def2-TZVPD basis",
  "molar_mass_g_mol": 85.11,
  "charge": 0,
  "smiles": "C=C1N[C@@]1(C)O",
  "gap_ev": 9.50,
  "elements": ["C", "C", "C", "O", "N", "C", "H", "H", "H", "H", "H", "H", "H"],
  "positions_angstrom": [[-0.52, -0.15, 0.06], [-0.32, -0.02, 1.56], [1.70, 0.35, -1.36], [-0.94, -1.41, -0.36], [-0.63, 1.21, -0.72], [0.50, 0.45, -0.83], [-1.77, -1.63, 0.08], [-1.59, 0.66, -0.94], [-1.26, -0.16, 2.08], [0.41, -0.76, 1.89], [0.09, 0.96, 1.81], [2.38, -0.41, -1.03], [1.95, 0.90, -2.25]]
}